Computed, not measured: C11H12O3S in the gas phase in a non-equilibrium geometry, with ωB97M-V with the def2-TZVPD basis set.

Values from the calculation:
Energy relative to the best compared isomer or geometry (same formula, charge and spin) = 66.15 kcal/mol
Kohn-Sham gap = 8.2 eV
LUMO level = -0.29 eV
Multiplicity = 1
E = -28574.7605 eV

XYZ file:
```
27
Properties=species:S:1:pos:R:3:lowdin_charge:R:1
C 1.7449 -0.7234 1.3403 -0.403
O -0.1346 -1.5363 -2.1815 0.097
C 0.7056 -0.6728 2.2132 -0.126
H 3.4556 -1.8714 0.5093 0.140
C -0.5885 -1.0706 -1.1749 -0.248
C 2.4597 -2.7768 2.2172 -0.061
C 0.4826 -1.7283 3.0407 -0.072
H 0.1613 0.3329 2.2135 0.141
C -0.4368 0.2736 -0.6647 -0.403
H 0.0030 3.0501 0.0413 0.109
C -0.8224 1.5537 -1.1838 -0.490
C 1.3479 -2.8171 3.0448 -0.060
S 1.6677 0.5457 -0.0111 1.029
H -2.7740 2.1770 -2.0662 0.114
H -0.5508 3.6165 -1.5068 0.058
H -1.4748 1.5197 -3.4037 0.141
O 2.5327 0.0329 -1.0423 -0.489
H 3.3166 -3.4233 2.3283 0.104
C -1.9205 1.4305 -2.2999 0.012
H -0.3100 -1.7132 3.7427 0.099
C -0.0834 2.8140 -1.0461 -0.032
O -1.3424 0.9781 0.0169 0.055
H -2.4196 0.5376 -2.2363 0.029
H -0.9902 -1.7610 -0.3727 0.149
C 2.6175 -1.7486 1.2641 -0.076
H 1.3323 -3.5501 3.7479 0.074
H 0.9416 2.5981 -1.5148 0.108
```